{"formula": "CH5N2O", "method": "ωB97M-V/def2-TZVPD", "symbols": ["O", "N", "N", "C", "H", "H", "H", "H", "H"], "xyz": [[0.192891, -1.485179, 0.367749], [-1.650078, -0.947562, -0.578426], [-0.562735, -0.635147, 0.065646], [-0.398891, 0.738009, 0.512689], [-1.635622, -2.027930, -0.754937], [0.670582, 1.064504, 0.615354], [-2.519277, -0.378166, -0.811046], [-0.915206, 1.384185, -0.218767], [-0.703260, 0.842885, 1.574330]], "atomic_forces_ev_per_a": [[1.0226, -0.7089, 0.0486], [-1.1949, -2.9293, -1.2030], [-1.1008, 0.7383, 0.6111], [0.9715, 2.1386, 0.3862], [-0.4267, 2.6041, 0.2207], [-0.7307, -0.9265, -0.7618], [1.9941, -0.4081, 0.6879], [0.1020, -0.1632, 0.7595], [-0.6369, -0.3451, -0.7491]], "smiles": "C[N+](N)=O", "gap_ev": 11.469, "homo_ev": -17.72, "max_force_ev_per_a": 3.385, "charge": 1, "lumo_energy_ha": -0.2297}